Here is an isolated molecule of CH4N6O from OMol25. Energies are from ωB97M-V with the def2-TZVPD basis set.

## Properties
E_HOMO = -9.18 eV
E_LUMO = -0.693 eV
Structure (SMILES) = Nn1[nH]nn/c1=N\O
Energy relative to the best compared isomer or geometry (same formula, charge and spin) = 58.1 kcal per mole
Frontier orbital gap = 8.486 eV

Last column: Mulliken charge in e.
CARTESIAN COORDINATES (ANGSTROEM)
C (0.417, -0.551, -0.279)  0.5157
H (-0.869, 0.431, 1.594)  0.2578
H (-2.313, -0.385, 1.126)  0.2652
H (-1.362, 1.867, -0.732)  0.3616
H (2.515, -0.993, 0.132)  0.3957
N (-1.567, 0.257, 0.857)  -0.5064
N (-0.940, -0.091, -0.394)  0.0103
N (-0.733, 1.084, -1.172)  -0.1553
N (0.625, 1.438, -1.151)  -0.2843
N (1.349, 0.480, -0.656)  -0.1852
N (0.749, -1.748, 0.177)  -0.3449
O (2.129, -1.790, 0.496)  -0.3302

Here is an isolated molecule of C5H10O2 from OMol25. Energies are from ωB97M-V with the def2-TZVPD basis set.

## Properties
E_HOMO = -9.53 eV
E_LUMO = 0.958 eV
Structure (SMILES) = CO[C@H]1CO[C@H]1C
Energy relative to the best compared isomer or geometry (same formula, charge and spin) = 91.4 kcal per mole
Frontier orbital gap = 10.492 eV

Last column: Mulliken charge in e.
CARTESIAN COORDINATES (ANGSTROEM)
C (-0.648, -1.988, -0.093)  -0.6989
O (-0.017, -0.928, -0.721)  -0.3488
C (-0.478, 0.385, -0.850)  -0.1061
C (-1.231, 1.149, 0.268)  -0.4553
O (-0.118, 2.023, 0.482)  -0.4593
C (0.712, 1.243, -0.413)  0.2672
C (1.716, 0.225, 0.411)  -1.0838
H (-1.393, -1.681, 0.646)  0.2982
H (-1.121, -2.609, -0.854)  0.2433
H (0.122, -2.592, 0.416)  0.2496
H (-0.900, 0.477, -1.858)  0.3986
H (-1.460, 0.590, 1.182)  0.2477
H (-2.130, 1.689, -0.062)  0.2717
H (1.146, 1.951, -1.159)  0.3294
H (2.717, 0.243, -0.011)  0.3245
H (1.704, 0.640, 1.410)  0.3330
H (1.563, -0.873, 0.572)  0.1890

Here is a cluster of 9 separate species, C5H29NO8 in total from OMol25. Energies are from ωB97M-V with the def2-TZVPD basis set.

## Properties
E_HOMO = -8.64 eV
E_LUMO = 0.309 eV
Structure (SMILES) = CCCCNC.O.O.O.O.O.O.O.O
Energy relative to the best compared isomer or geometry (same formula, charge and spin) = 58.4 kcal per mole
Frontier orbital gap = 8.954 eV

Last column: Mulliken charge in e.
CARTESIAN COORDINATES (ANGSTROEM)
C (-0.428, 3.037, -2.592)  -1.4537
C (-0.952, 1.712, -2.092)  0.4978
C (-0.943, 0.614, -3.153)  -0.6861
C (0.479, 0.165, -3.603)  -0.9417
N (1.302, -0.029, -2.415)  -0.0525
C (1.090, -1.225, -1.654)  -0.8055
H (0.624, 3.007, -2.893)  0.3201
H (-0.494, 3.917, -1.954)  0.3791
H (-0.995, 3.210, -3.506)  0.3256
H (-0.612, 1.187, -1.209)  -0.2232
H (-1.988, 1.899, -1.766)  0.2261
H (-1.437, -0.269, -2.743)  0.2797
H (-1.547, 0.882, -4.028)  0.4928
H (0.272, -0.660, -4.296)  0.2617
H (0.900, 0.983, -4.188)  0.4490
H (2.250, 0.146, -2.697)  0.2263
H (1.639, -2.158, -1.854)  0.2870
H (1.342, -0.988, -0.607)  0.1543
H (0.047, -1.535, -1.593)  0.2998
H (3.309, -3.762, 0.710)  0.2894
H (1.975, -2.971, 1.077)  0.3172
O (2.897, -3.125, 1.297)  -0.6333
H (1.915, -1.887, 2.867)  0.3521
H (0.450, -1.657, 3.132)  0.3590
O (1.220, -1.233, 2.704)  -0.6998
H (1.029, 2.849, 2.017)  0.3101
H (1.317, 1.305, 2.018)  0.3444
O (1.004, 2.050, 1.484)  -0.7386
H (1.910, 0.116, 3.548)  0.4451
H (1.051, 0.862, 4.541)  0.3014
O (1.864, 0.976, 4.036)  -0.6774
H (-1.028, -2.913, 2.173)  0.3607
H (-0.692, -4.167, 3.042)  0.2809
O (-0.489, -3.237, 2.921)  -0.6639
H (-1.230, -0.256, 0.371)  0.2290
H (-2.421, 0.667, -0.041)  0.3257
O (-2.053, -0.218, -0.134)  -0.7466
H (-2.595, -1.326, 1.207)  0.4902
H (-3.327, -2.026, 2.402)  0.2916
O (-2.597, -2.120, 1.784)  -0.6215
H (-1.788, 3.275, 1.488)  0.2973
H (-0.711, 2.230, 2.000)  0.4065
O (-1.559, 2.672, 2.199)  -0.6561

Here is a structure of composition C30H28N2SiTi from OMol25. Energies are from ωB97M-V with the def2-TZVPD basis set.

## Properties
E_HOMO (alpha / beta) = -5.56 / -7.77 eV
2S+1 = 3
E_LUMO (alpha / beta) = -0.458 / -0.573 eV
⟨S²⟩ = 2.025
Frontier orbital gap (alpha / beta) = 5.102 / 7.197 eV

Last column: Mulliken charge in e.
CARTESIAN COORDINATES (ANGSTROEM)
C (-1.815, -2.583, -0.966)  -0.9384
C (-2.226, -1.343, -1.503)  -0.4466
C (-1.334, -0.997, -2.543)  -0.9503
H (-3.067, -0.751, -1.185)  0.7229
C (-0.371, -2.028, -2.649)  -0.0863
C (-0.665, -3.009, -1.676)  -0.2041
H (-0.115, -3.920, -1.505)  0.5228
H (-2.289, -3.111, -0.155)  0.4439
H (-1.376, -0.092, -3.124)  0.5913
H (0.449, -2.059, -3.348)  0.4532
Ti (-0.154, -1.065, -0.597)  0.4327
C (-0.206, 5.313, 1.793)  -0.7856
H (0.536, 5.056, 1.043)  0.2217
H (-1.099, 5.690, 1.304)  0.2433
H (-0.457, 4.428, 2.372)  0.0143
Si (-0.920, 1.097, 0.438)  0.4114
C (-2.021, 0.910, 1.976)  0.2814
C (-3.147, 0.082, 1.950)  0.2554
H (-3.396, -0.443, 1.035)  0.1644
C (-3.943, -0.103, 3.071)  -0.7816
H (-4.813, -0.746, 3.019)  0.4016
C (-3.618, 0.530, 4.264)  -0.4270
H (-4.231, 0.382, 5.145)  0.3638
C (-2.505, 1.357, 4.317)  -0.6701
H (-2.248, 1.859, 5.241)  0.3879
C (-1.724, 1.547, 3.184)  -0.3939
H (-0.863, 2.203, 3.239)  0.2334
C (-1.956, 2.104, -0.802)  0.6148
C (-3.215, 2.615, -0.479)  -0.4074
H (-3.585, 2.520, 0.534)  0.3683
C (-4.004, 3.254, -1.428)  -0.6332
H (-4.976, 3.641, -1.146)  0.4005
C (-3.547, 3.408, -2.728)  -0.4484
H (-4.159, 3.907, -3.469)  0.3720
C (-2.296, 2.910, -3.072)  -0.5018
H (-1.926, 3.028, -4.083)  0.4044
C (-1.521, 2.264, -2.121)  -0.6755
H (-0.555, 1.871, -2.416)  0.5168
H (0.115, 2.092, 0.924)  -0.3588
H (0.195, 6.076, 2.454)  0.3472
C (3.284, 0.382, 1.989)  -1.2924
C (2.090, 0.147, 1.294)  -0.3113
N (1.935, -0.802, 0.299)  0.5670
C (3.072, -1.527, 0.059)  -0.3496
C (4.314, -1.332, 0.748)  1.0405
C (4.404, -0.362, 1.713)  -0.5442
C (5.436, -2.134, 0.483)  -0.9251
C (5.352, -3.123, -0.468)  -0.8457
C (4.154, -3.298, -1.140)  1.1289
C (4.094, -4.302, -2.078)  -0.4968
C (2.927, -4.472, -2.724)  -1.0711
C (1.845, -3.671, -2.399)  -0.3897
N (1.780, -2.616, -1.402)  -0.0359
C (2.998, -2.470, -0.848)  -0.5557
H (3.330, 1.125, 2.771)  0.4452
H (1.301, 0.711, 1.671)  0.6554
H (5.325, -0.205, 2.263)  0.4221
H (6.371, -2.012, 1.016)  0.3949
H (6.209, -3.760, -0.676)  0.3979
H (4.935, -4.944, -2.322)  0.3984
H (2.836, -5.239, -3.491)  0.4217
H (1.052, -3.990, -3.069)  0.4851

Here is a cluster of 2 separate species, C2H6BFO2 in total from OMol25. Energies are from ωB97M-V with the def2-TZVPD basis set.

## Properties
E_HOMO = -8.42 eV
E_LUMO = 0.324 eV
Energy relative to the best compared isomer or geometry (same formula, charge and spin) = 50.4 kcal per mole
Frontier orbital gap = 8.746 eV

Last column: Mulliken charge in e.
CARTESIAN COORDINATES (ANGSTROEM)
B (-0.955, -0.771, -0.466)  0.5738
C (0.362, 0.116, -0.901)  -0.9683
C (1.585, 1.049, 0.769)  -0.3317
O (-2.109, -0.076, -0.505)  -0.5278
O (-0.647, -1.819, 0.283)  -0.4817
F (0.751, 1.155, 1.812)  -0.2461
H (0.135, 1.045, -1.177)  0.3965
H (1.191, -0.326, -1.456)  0.3516
H (1.698, 1.913, 0.186)  0.3222
H (2.337, 0.439, 0.929)  0.3372
H (-2.993, -0.465, -0.292)  0.2902
H (-1.355, -2.260, 0.817)  0.2840

Here is a structure of composition C15H13AsN3O7PtS2 from OMol25. Energies are from ωB97M-V with the def2-TZVPD basis set.

## Properties
E_HOMO = -5.03 eV
E_LUMO = 1.654 eV
Energy relative to the best compared isomer or geometry (same formula, charge and spin) = 15.0 kcal per mole
Frontier orbital gap = 6.686 eV
Charge = -1

Last column: Mulliken charge in e.
CARTESIAN COORDINATES (ANGSTROEM)
Pt (-1.353, 1.134, -0.037)  0.7993
O (-0.357, -1.753, 1.286)  -0.3761
As (-2.823, -0.546, 2.230)  0.6435
O (-3.826, -1.734, 1.731)  -0.6745
O (-2.988, 0.695, 1.047)  -0.6749
C (1.738, 0.295, 2.142)  -0.2737
C (2.339, -0.616, 3.030)  -0.3675
C (2.586, -0.287, 4.349)  -0.5767
C (2.261, 0.969, 4.841)  -0.5393
C (1.683, 1.890, 3.985)  -0.4889
C (1.420, 1.569, 2.658)  0.0789
S (0.663, 2.867, 1.696)  1.5061
O (1.418, 3.016, 0.467)  -0.7181
O (0.603, 4.026, 2.545)  -0.7790
O (-0.757, 2.411, 1.421)  -0.6346
H (-0.178, -2.605, 1.708)  0.2045
H (2.607, -1.589, 2.648)  0.5182
H (3.047, -1.023, 4.997)  0.3585
H (2.457, 1.232, 5.873)  0.3750
H (1.419, 2.879, 4.329)  0.4678
N (0.284, 1.369, -1.250)  -0.5499
C (0.122, 0.597, -2.449)  0.6653
C (1.006, 0.591, -3.488)  -0.3267
C (0.790, -0.258, -4.595)  -0.7390
C (-0.288, -1.096, -4.638)  -0.8835
C (-1.222, -1.108, -3.576)  0.9414
C (-2.358, -1.954, -3.520)  -0.6344
C (-3.190, -1.890, -2.445)  -0.8767
C (-2.933, -0.970, -1.406)  -0.0177
N (-1.895, -0.168, -1.445)  -0.0005
C (-1.015, -0.237, -2.498)  -0.4313
H (0.576, 2.328, -1.407)  0.4592
H (1.000, 0.943, -0.598)  0.6346
H (1.885, 1.222, -3.446)  0.4639
H (1.504, -0.254, -5.408)  0.3737
H (-0.441, -1.763, -5.477)  0.3795
H (-2.541, -2.649, -4.331)  0.3996
H (-4.053, -2.535, -2.355)  0.4162
H (-3.567, -0.896, -0.529)  0.5535
O (1.869, -2.606, 0.773)  -0.6488
S (1.033, -1.466, 0.328)  0.4748
N (1.475, -0.031, 0.814)  -0.5017

Repeat the sixth record exactly.
Here is a structure of composition C15H13AsN3O7PtS2 from OMol25. Energies are from ωB97M-V with the def2-TZVPD basis set.

## Properties
E_HOMO = -5.03 eV
E_LUMO = 1.654 eV
Energy relative to the best compared isomer or geometry (same formula, charge and spin) = 15.0 kcal per mole
Frontier orbital gap = 6.686 eV
Charge = -1

Last column: Mulliken charge in e.
CARTESIAN COORDINATES (ANGSTROEM)
Pt (-1.353, 1.134, -0.037)  0.7993
O (-0.357, -1.753, 1.286)  -0.3761
As (-2.823, -0.546, 2.230)  0.6435
O (-3.826, -1.734, 1.731)  -0.6745
O (-2.988, 0.695, 1.047)  -0.6749
C (1.738, 0.295, 2.142)  -0.2737
C (2.339, -0.616, 3.030)  -0.3675
C (2.586, -0.287, 4.349)  -0.5767
C (2.261, 0.969, 4.841)  -0.5393
C (1.683, 1.890, 3.985)  -0.4889
C (1.420, 1.569, 2.658)  0.0789
S (0.663, 2.867, 1.696)  1.5061
O (1.418, 3.016, 0.467)  -0.7181
O (0.603, 4.026, 2.545)  -0.7790
O (-0.757, 2.411, 1.421)  -0.6346
H (-0.178, -2.605, 1.708)  0.2045
H (2.607, -1.589, 2.648)  0.5182
H (3.047, -1.023, 4.997)  0.3585
H (2.457, 1.232, 5.873)  0.3750
H (1.419, 2.879, 4.329)  0.4678
N (0.284, 1.369, -1.250)  -0.5499
C (0.122, 0.597, -2.449)  0.6653
C (1.006, 0.591, -3.488)  -0.3267
C (0.790, -0.258, -4.595)  -0.7390
C (-0.288, -1.096, -4.638)  -0.8835
C (-1.222, -1.108, -3.576)  0.9414
C (-2.358, -1.954, -3.520)  -0.6344
C (-3.190, -1.890, -2.445)  -0.8767
C (-2.933, -0.970, -1.406)  -0.0177
N (-1.895, -0.168, -1.445)  -0.0005
C (-1.015, -0.237, -2.498)  -0.4313
H (0.576, 2.328, -1.407)  0.4592
H (1.000, 0.943, -0.598)  0.6346
H (1.885, 1.222, -3.446)  0.4639
H (1.504, -0.254, -5.408)  0.3737
H (-0.441, -1.763, -5.477)  0.3795
H (-2.541, -2.649, -4.331)  0.3996
H (-4.053, -2.535, -2.355)  0.4162
H (-3.567, -0.896, -0.529)  0.5535
O (1.869, -2.606, 0.773)  -0.6488
S (1.033, -1.466, 0.328)  0.4748
N (1.475, -0.031, 0.814)  -0.5017